C48H47Cl2N4O7PS2W | wB97M-V/def2-TZVPD

**Orbital gap (spin up / spin down)**: 6.3262 / 6.5392 eV
**Molecular weight**: 1141.779 g/mol
**Relative energy (zero: lowest compared OMol25 entry of this formula, charge and spin)**: 58.5 kcal per mole
**2S+1**: 2
**E_HOMO (spin up / spin down)**: -9.819 / -10.121 eV
**Net charge**: +1
**<S²>**: 0.7554

Last column: Löwdin charge in e.
Atoms and positions in Å:
W 0.2667 0.0006 -0.8823  1.78
O -1.2209 -1.8418 0.5940  -0.09
C -2.6561 -1.7235 0.7209  -0.33
C -3.0384 -0.4770 -0.1070  -0.03
C -2.4052 0.7210 0.5529  -0.22
C -3.2255 1.6030 1.2144  0.00
C -2.7005 2.6701 1.9327  0.03
C -1.3154 2.7673 1.9947  0.01
C -0.5150 1.8707 1.3269  -0.19
C 0.9811 2.0267 1.3919  -0.03
C 1.4731 2.5549 0.0158  -0.37
O 1.1212 1.5265 -0.8651  -0.36
C 2.9636 2.8710 -0.0625  -0.13
C 3.5535 2.8871 -1.3227  -0.03
C 4.8563 3.3241 -1.4789  -0.08
C 5.5830 3.7506 -0.3783  -0.08
C 5.0055 3.7179 0.8780  -0.06
C 3.6990 3.2896 1.0369  -0.02
C 0.8195 3.8595 -0.4342  -0.15
C 0.6228 4.9274 0.4287  -0.02
C 0.1129 6.1203 -0.0532  -0.06
C -0.1910 6.2638 -1.3950  -0.07
C 0.0357 5.2115 -2.2646  -0.06
C 0.5431 4.0177 -1.7875  -0.05
N -1.0250 0.8452 0.5412  0.03
C -3.3863 -2.9929 0.3383  -0.18
C -2.9906 -4.1663 0.9746  -0.02
C -3.6809 -5.3447 0.7729  -0.05
C -4.7853 -5.3674 -0.0630  -0.07
C -5.1726 -4.2094 -0.7114  -0.07
C -4.4728 -3.0284 -0.5253  -0.03
C -2.9417 -1.4456 2.1976  -0.15
C -4.2434 -1.5192 2.6793  -0.02
C -4.5126 -1.2309 4.0062  -0.06
C -3.4882 -0.8632 4.8627  -0.08
C -2.1893 -0.7933 4.3898  -0.06
C -1.9200 -1.0772 3.0621  -0.02
H -4.1176 -0.3302 -0.1122  0.13
H -2.6815 -0.6473 -1.1313  0.11
H -4.2934 1.4643 1.1736  0.13
H -3.3383 3.3749 2.4348  0.12
H -0.8651 3.5501 2.5819  0.12
H 1.4735 1.0555 1.5684  0.12
H 1.2437 2.7015 2.2021  0.12
H 2.9779 2.5591 -2.1786  0.10
H 5.2989 3.3586 -2.4640  0.11
H 6.5953 4.1009 -0.5018  0.11
H 5.5607 4.0459 1.7418  0.11
H 3.2608 3.3007 2.0217  0.11
H 0.8783 4.8540 1.4747  0.11
H -0.0276 6.9478 0.6249  0.11
H -0.5899 7.1956 -1.7655  0.11
H -0.1702 5.3216 -3.3191  0.11
H 0.7276 3.1922 -2.4666  0.10
H -2.1414 -4.1334 1.6407  0.13
H -3.3644 -6.2428 1.2781  0.11
H -5.3445 -6.2804 -0.1997  0.11
H -6.0319 -4.2209 -1.3631  0.11
H -4.7992 -2.1411 -1.0451  0.11
H -5.0496 -1.8058 2.0204  0.12
H -5.5258 -1.2921 4.3737  0.11
H -3.7008 -0.6296 5.8950  0.11
H -1.3813 -0.5122 5.0509  0.11
H -0.9071 -1.0118 2.6920  0.12
Cl 2.0922 -6.5679 1.5172  0.71
C 1.8125 -4.8935 1.2792  -0.67
C 2.5783 -3.9592 1.9609  -0.11
C 2.3642 -2.6084 1.7521  -0.57
Cl 3.2355 -1.4650 2.6981  0.77
C 1.4167 -2.1581 0.8212  -0.36
O 1.2495 -0.8727 0.5032  -0.24
C 0.5965 -3.1374 0.2186  -0.17
C -0.6201 -2.5695 -0.4836  -0.35
O -0.3105 -1.6750 -1.4881  -0.37
C 0.7827 -4.4852 0.4416  -0.07
H 3.3328 -4.2813 2.6595  0.11
H -1.2919 -3.3614 -0.8628  0.17
H 0.1474 -5.2085 -0.0455  0.12
C 5.4316 -0.1630 -5.2601  -0.06
C 4.5232 0.2582 -4.1190  -0.30
O 4.0460 -0.9346 -3.4739  -0.35
P 2.7579 -1.0170 -2.5406  -0.06
S 2.4132 -2.9006 -2.1576  0.45
S 1.3326 0.1877 -3.3573  0.47
O 3.1365 -0.1193 -1.2044  -0.41
C 4.2045 -0.5505 -0.3352  -0.28
C 5.5696 -0.0505 -0.7706  -0.04
H 5.8256 0.7218 -5.7531  0.08
H 4.8771 -0.7562 -5.9825  0.08
H 6.2587 -0.7627 -4.8850  0.08
H 3.6596 0.8312 -4.4776  0.07
H 5.0758 0.8568 -3.3880  0.10
H 4.1918 -1.6463 -0.2970  0.09
H 3.9410 -0.1425 0.6434  0.06
H 5.8823 -0.5397 -1.6895  0.07
H 6.2895 -0.2797 0.0114  0.09
H 5.5502 1.0278 -0.9119  0.05
C -2.9803 0.7598 -5.6739  -0.01
N -2.4861 0.9247 -4.3308  -0.08
C -2.5748 2.1765 -3.6216  0.00
C -1.8026 1.8624 -2.3527  -0.44
O -1.5832 2.5766 -1.3972  0.08
N -1.3543 0.5649 -2.4291  -0.03
C -1.7543 0.0568 -3.6196  -0.42
N -1.5386 -1.2176 -3.9595  0.23
H -3.7379 1.5196 -5.8570  0.10
H -3.4388 -0.2202 -5.7991  0.10
H -2.1786 0.8832 -6.4074  0.11
H -3.6117 2.4380 -3.3873  0.15
H -2.1174 3.0011 -4.1763  0.15
H -0.9050 -1.7398 -3.3500  0.09
H -1.5801 -1.4915 -4.9270  0.12

Cartesian forces, eV/Å:
-1.64 -1.50 -2.39
-0.82 -0.40 0.02
0.01 0.19 0.03
0.22 -0.22 -0.03
1.05 -0.49 -0.74
0.04 0.64 0.40
0.65 -0.72 -0.48
-0.77 0.07 0.27
0.28 -1.04 -0.57
0.13 0.07 -0.35
0.35 1.18 1.14
1.35 3.31 -0.05
0.11 -0.41 -0.12
0.01 0.02 0.00
-0.18 0.16 -0.05
0.05 -0.02 0.05
0.12 0.08 -0.01
-0.25 -0.20 -0.10
-0.11 -0.14 -0.31
0.01 -0.19 -0.12
-0.02 0.13 0.06
-0.04 0.09 -0.02
0.11 -0.09 -0.02
0.18 0.14 0.01
-1.46 1.97 1.97
0.04 -0.05 -0.21
-0.04 0.04 -0.02
0.13 -0.02 0.05
-0.09 0.03 -0.05
-0.13 -0.15 -0.10
0.23 0.11 0.12
0.24 -0.07 0.03
0.07 0.06 -0.03
-0.07 0.08 -0.04
0.04 0.05 0.12
-0.04 0.08 0.05
0.15 -0.02 -0.10
0.03 -0.02 -0.02
-0.27 0.15 0.33
-0.09 -0.15 -0.04
-0.11 0.14 0.11
0.17 0.03 0.00
-0.14 0.43 0.03
-0.08 0.02 -0.01
0.05 -0.04 -0.04
0.04 -0.05 -0.08
0.13 0.04 0.00
0.11 0.04 0.10
-0.04 -0.02 0.17
0.07 -0.05 0.14
-0.05 0.09 0.07
-0.02 0.10 -0.01
-0.03 0.04 -0.10
0.01 0.10 0.02
0.10 -0.05 0.15
0.04 -0.13 0.08
-0.03 -0.07 -0.04
-0.10 0.00 -0.09
-0.04 0.12 -0.05
-0.10 -0.10 -0.07
-0.09 -0.02 0.02
-0.03 -0.02 0.09
0.03 0.00 0.04
0.07 -0.06 0.02
0.08 -0.37 0.09
-0.04 0.50 0.03
-0.17 -0.31 -0.18
-0.50 0.49 -0.52
0.12 0.16 0.28
0.11 -1.71 0.15
-0.30 0.01 0.54
0.10 0.52 0.23
-0.18 -1.40 0.78
-0.75 -1.55 -0.43
0.03 0.33 -0.03
0.08 -0.01 0.08
0.31 0.36 0.10
-0.07 -0.11 -0.01
-0.26 0.02 0.28
0.06 0.03 -0.11
0.05 -0.04 -0.12
1.09 -0.11 0.38
0.35 0.79 -0.47
0.16 -0.70 0.88
0.32 -0.63 -1.44
0.10 -0.13 0.15
-0.33 -0.01 -0.03
0.08 0.07 -0.08
-0.02 -0.03 -0.08
0.05 0.01 0.01
0.20 -0.01 0.02
-0.14 -0.01 -0.01
-0.03 0.12 0.17
0.07 -0.11 -0.23
0.10 -0.02 -0.05
0.10 -0.06 0.06
0.06 -0.05 0.01
0.07 -0.16 -0.30
0.25 -0.20 0.13
-0.03 0.33 0.21
0.01 0.33 0.65
-0.85 0.06 -0.91
0.41 0.28 0.28
-0.13 -0.54 0.31
0.09 0.43 0.10
0.00 -0.08 0.00
-0.04 -0.02 -0.01
-0.07 -0.01 -0.01
0.09 0.01 -0.03
0.02 -0.01 0.10
-0.09 0.22 -0.18
-0.09 0.00 0.00

=====

C4H8Cl2Si | wB97M-V/def2-TZVPD

**Orbital gap (spin up / spin down)**: 8.1647 / 7.3153 eV
**Molecular weight**: 155.100 g/mol
**Relative energy (zero: lowest compared OMol25 entry of this formula, charge and spin)**: 186.2 kcal per mole
**E_HOMO (spin up / spin down)**: -8.333 / -7.163 eV
**Net charge**: 0

Last column: Löwdin charge in e.
Atoms and positions in Å:
C 2.2193 -2.5294 0.4201  -0.15
C 1.9690 -1.5129 -0.3015  0.00
C 0.1458 2.2181 -0.0718  -0.24
C -2.2959 0.3444 -0.5182  -1.35
Si -0.7373 0.5835 0.5236  0.65
Cl -3.6274 1.2882 0.1252  0.51
Cl -2.5335 -1.4273 -0.5183  0.47
H 3.0616 -3.2718 0.3888  0.06
H 1.6358 -3.0178 1.1846  0.04
H 2.1892 -1.0047 -1.1747  -0.01
H 1.1583 1.9048 -0.1429  -0.01
H -0.2091 2.5483 -1.0103  0.01
H 0.0544 2.9686 0.6729  0.00
H -2.2302 0.7335 -1.6065  0.05
H -0.8000 0.1744 2.0290  -0.04

Cartesian forces, eV/Å:
1.29 -2.88 1.10
-1.62 0.49 0.62
-0.85 -1.93 1.49
0.59 0.42 -1.55
1.59 0.06 -0.27
-0.85 0.12 0.44
-0.55 0.08 -0.16
0.10 1.05 -0.89
-0.99 0.85 0.48
0.78 0.85 -1.20
1.05 0.04 -0.17
-0.48 0.30 -0.99
-0.03 0.91 0.56
0.32 -1.02 1.80
-0.33 0.66 -1.25

=====

CH3NOS | wB97M-V/def2-TZVPD

**SMILES**: C#S(N)=O
**Orbital gap (spin up / spin down)**: 8.2256 / 8.2258 eV
**Molecular weight**: 77.108 g/mol
**Relative energy (zero: lowest compared OMol25 entry of this formula, charge and spin)**: 133.3 kcal per mole
**E_HOMO (spin up / spin down)**: -9.540 / -9.540 eV
**Net charge**: 0

Last column: Löwdin charge in e.
Atoms and positions in Å:
C 0.5325 0.9891 -0.8116  -0.04
N -0.5009 -0.2919 1.1755  -0.19
O -0.2579 -0.9790 -1.4129  -0.47
S 0.4839 -0.6648 -0.1758  0.73
H 1.4411 1.0337 -1.3955  -0.04
H -0.4127 0.6954 1.2062  0.00
H -1.2860 -0.7824 1.4142  0.01

Cartesian forces, eV/Å:
-0.83 -0.53 0.27
3.87 0.62 -1.85
-0.81 0.89 -1.31
0.71 -0.34 2.42
0.57 -0.29 -0.59
-1.26 0.93 0.45
-2.25 -1.27 0.61

=====

C4H12N2O | wB97M-V/def2-TZVPD

**SMILES**: N/C=C/CCN.O
**Orbital gap**: 8.5881 eV
**Molecular weight**: 104.153 g/mol
**Relative energy (zero: lowest compared OMol25 entry of this formula, charge and spin)**: 74.8 kcal per mole
**E_HOMO**: -8.069 eV
**Net charge**: 0

Last column: Löwdin charge in e.
Atoms and positions in Å:
C -1.4660 1.2951 -1.6686  -0.32
C -1.0185 2.0208 -0.2911  -0.16
C -0.6109 0.7960 0.5793  -0.16
C 0.4575 -0.0628 0.3347  -0.23
N 0.6343 -1.4590 0.4723  0.03
N -2.5572 0.3476 -1.6766  -0.01
H -0.5334 0.9457 -2.1698  0.11
H -1.7583 2.1958 -2.1862  0.08
H -0.3217 2.8194 -0.3503  0.08
H -1.9395 2.2990 0.2365  0.09
H -1.3114 0.2665 1.2459  0.08
H 0.9828 0.3714 -0.5779  0.12
H 1.5663 -1.6956 0.4035  0.02
H 0.2110 -2.0041 1.2745  0.11
H -2.4946 -0.2580 -0.8535  0.05
H -3.4019 0.9239 -1.3053  0.11
H 3.8449 -2.5681 2.1844  0.01
H 4.9468 -3.5563 2.0022  0.03
O 4.7699 -2.6772 2.3461  -0.04

Cartesian forces, eV/Å:
1.73 2.61 0.39
-1.66 -4.63 1.04
2.18 -2.96 0.79
-2.08 2.75 -2.81
-2.42 0.37 1.86
-2.11 1.43 2.11
-0.84 -0.20 0.38
-0.44 -0.05 -1.10
0.64 0.52 -0.34
0.13 0.77 -0.45
-0.36 1.05 -0.05
0.43 -1.02 1.40
2.26 -0.66 -0.27
0.41 1.45 -1.24
0.65 -0.37 -0.42
1.47 -1.07 -1.31
-0.91 0.29 -0.05
0.21 -0.10 0.01
0.70 -0.19 0.05

=====

C11H25CeFNO2P2 | wB97M-V/def2-TZVPD

**Orbital gap (spin up / spin down)**: 8.7538 / 8.5564 eV
**Molecular weight**: 424.388 g/mol
**Relative energy (zero: lowest compared OMol25 entry of this formula, charge and spin)**: 0.0 kcal per mole
**E_HOMO (spin up / spin down)**: -12.189 / -12.345 eV
**Net charge**: +1

Last column: Löwdin charge in e.
Atoms and positions in Å:
C -0.7748 0.8025 -2.8957  -0.01
C -0.8118 0.3170 -1.5832  -0.29
N -0.0206 0.8260 -0.6058  0.04
C 0.8054 1.8475 -0.9259  -0.30
C 0.8208 2.4246 -2.1961  -0.02
C 0.0401 1.8833 -3.2101  -0.02
C -1.7652 -0.8175 -1.2993  -0.28
P -2.3501 -0.9581 0.4442  0.79
Ce -0.0460 -0.2158 1.9035  0.88
P 2.3013 1.3189 1.4647  0.78
C 1.7482 2.4494 0.0965  -0.27
O -0.6370 -3.3492 -1.9118  -0.11
O 0.3461 -3.7672 0.5140  -0.11
H -1.4222 0.3349 -3.6365  0.13
H 1.4642 3.2865 -2.3661  0.12
H 0.0577 2.2954 -4.2166  0.12
C -3.8344 0.0898 0.3663  -0.25
C -3.0533 -2.6308 0.4733  -0.24
H 2.6673 2.7694 -0.4194  0.10
H 1.2969 3.3465 0.5554  0.11
H -1.2824 -1.8330 -1.6012  0.08
H -2.6705 -0.6832 -1.9172  0.11
C 2.7296 2.5288 2.7561  -0.25
C 3.9252 0.8126 0.8190  -0.25
H 0.8217 -2.9317 0.8575  -0.01
H 0.3085 -4.3759 1.2802  0.09
H -0.1554 -3.6513 -1.0695  0.03
H 0.0400 -3.2802 -2.6100  0.07
H -0.9026 1.3444 2.3393  -0.14
H 1.1566 -1.3919 1.1399  -0.12
H -4.5939 -0.3773 -0.2754  0.06
H -4.2230 0.2033 1.3841  0.05
H -3.5741 1.0811 -0.0244  0.06
H -3.8585 -2.7229 -0.2676  0.07
H -2.2713 -3.3757 0.2766  0.03
H -3.4588 -2.8033 1.4778  0.06
H 4.6133 1.6682 0.7832  0.06
H 4.3393 0.0349 1.4712  0.05
H 3.8051 0.3910 -0.1873  0.06
H 3.6146 3.1115 2.4698  0.06
H 1.8742 3.1949 2.9282  0.06
H 2.9344 1.9794 3.6832  0.06
F -0.0045 -1.1768 3.7351  -0.48

Cartesian forces, eV/Å:
0.03 0.15 0.18
-0.14 0.08 -0.23
0.07 -0.06 -0.23
0.00 0.32 -0.45
0.09 -0.17 0.11
-0.16 -0.20 0.26
0.38 -0.67 -0.13
-0.83 -0.22 -1.50
-0.68 -1.03 1.50
0.74 1.10 -0.73
-0.02 -0.02 0.24
1.34 -0.79 0.49
0.78 1.07 1.61
0.21 0.17 0.14
-0.13 -0.26 -0.06
0.00 -0.07 0.21
-0.12 0.25 0.45
0.01 -0.29 0.25
-0.37 0.08 0.14
0.07 -0.33 -0.17
-0.68 1.52 0.47
0.37 -0.14 0.11
-0.02 -0.05 0.30
0.14 -0.45 0.07
-0.64 -1.46 -0.67
0.05 0.37 -0.68
-0.71 0.36 -1.36
-0.38 -0.23 0.44
-0.56 1.56 0.43
1.29 -1.01 -0.73
0.22 0.13 0.16
-0.15 0.09 -0.25
-0.07 -0.20 0.13
0.24 0.00 0.16
-0.24 0.22 0.04
-0.01 -0.08 -0.23
-0.23 -0.20 0.00
0.05 0.16 -0.19
0.03 0.06 0.25
-0.26 -0.08 0.09
0.24 -0.15 0.02
0.05 0.25 -0.12
0.01 0.24 -0.50

=====

C3H3BrO2S | wB97M-V/def2-TZVPD

**Orbital gap**: 9.8224 eV
**Molecular weight**: 183.026 g/mol
**Relative energy (zero: lowest compared OMol25 entry of this formula, charge and spin)**: 46.1 kcal per mole
**E_HOMO**: -10.083 eV
**Net charge**: 0

Last column: Löwdin charge in e.
Atoms and positions in Å:
C -0.4751 -1.0025 -0.6584  -0.18
C -1.2181 -0.2484 0.1175  -0.77
C 0.3337 0.9645 0.8164  -0.04
O 2.0981 -0.8705 -0.1729  -0.30
O 1.2277 0.7992 -1.7068  -0.28
S 1.0732 0.0040 -0.5847  0.56
Br -2.8800 -0.2182 0.7902  0.81
H -0.4680 -1.8809 -1.1579  0.06
H 0.0202 2.0560 0.8302  0.09
H 0.2883 0.3968 1.7264  0.04

Cartesian forces, eV/Å:
1.62 3.80 1.49
3.37 2.00 0.64
-4.02 -1.56 -2.19
1.58 -0.66 0.81
0.41 2.34 -2.76
-3.11 -1.89 2.89
-1.06 -0.12 0.38
-0.60 -2.61 -1.53
0.97 -1.51 -0.31
0.84 0.20 0.57